Record 1
C40H68BiN3O5S as an isolated structure. Source: the Open Molecules 2025 dataset; level of theory: ωB97M-V/def2-TZVPD.

- ΔE to the lowest compared entry with this formula, charge and spin (kJ/mol) = 22.6
- gap between HOMO and LUMO (eV) = 6.16
- highest occupied orbital energy (eV) = -6.102

ORCA input file:
```
! wB97M-V def2-TZVPD RIJCOSX def2/J DEFGRID3
* xyz 0 1
Bi 0.168 -0.696 1.181
C 1.646 1.441 3.289
N 0.266 1.096 2.929
C -0.467 0.575 4.079
C -0.442 2.188 2.227
C 0.051 1.936 -0.171
N 0.172 0.553 -0.747
C -1.027 0.148 -1.564
C -2.381 0.504 -1.036
C -3.152 1.438 -1.708
C -4.420 1.775 -1.254
C -4.860 1.125 -0.108
C -4.129 0.178 0.605
C -2.845 -0.131 0.126
O -2.013 -0.964 0.745
C -4.785 -0.387 1.871
C -6.177 -0.943 1.530
C -4.020 -1.522 2.557
C -4.934 0.753 2.890
C -5.314 2.808 -1.934
C -6.631 2.148 -2.358
C -5.611 3.947 -0.952
C -4.656 3.407 -3.177
C 1.349 0.250 -1.621
C 2.734 0.503 -1.098
C 3.576 1.336 -1.820
C 4.873 1.583 -1.394
C 5.284 0.927 -0.240
C 4.489 0.064 0.509
C 3.162 -0.114 0.084
O 2.282 -0.854 0.761
C 5.136 -0.593 1.734
C 6.457 -1.256 1.306
C 5.437 0.490 2.777
C 4.302 -1.689 2.404
C 5.831 2.531 -2.111
C 7.090 1.766 -2.537
C 5.201 3.151 -3.357
C 6.224 3.665 -1.157
H 1.657 2.138 4.131
H 2.118 1.896 2.421
H 2.178 0.536 3.576
H -0.531 1.321 4.876
H 0.048 -0.303 4.473
H -1.475 0.293 3.778
H 0.190 3.093 2.094
H -1.383 2.392 2.744
H 1.993 2.381 -0.472
H -0.467 2.601 -0.877
H -0.930 -0.933 -1.681
H -0.894 0.603 -2.551
H -2.738 1.905 -2.591
H -5.844 1.381 0.264
H -6.108 -1.705 0.753
H -6.859 -0.171 1.179
H -6.622 -1.399 2.415
H -3.954 -2.404 1.923
H -4.563 -1.799 3.463
H -3.009 -1.236 2.830
H -5.519 1.580 2.493
H -3.956 1.146 3.169
H -5.428 0.390 3.793
H -7.165 1.734 -1.504
H -6.448 1.337 -3.063
H -7.285 2.878 -2.837
H -6.143 3.588 -0.072
H -6.230 4.707 -1.430
H -4.687 4.418 -0.616
H -4.444 2.645 -3.927
H -3.725 3.917 -2.933
H -5.326 4.139 -3.627
H 1.210 0.811 -2.551
H 1.233 -0.812 -1.856
H 3.189 1.806 -2.714
H 6.295 1.101 0.102
H 7.180 -0.538 0.923
H 6.279 -1.999 0.529
H 6.912 -1.757 2.161
H 6.114 1.248 2.386
H 5.900 0.044 3.659
H 4.522 0.994 3.087
H 4.000 -2.458 1.698
H 3.403 -1.298 2.868
H 4.914 -2.151 3.183
H 6.837 0.948 -3.212
H 7.611 1.343 -1.679
H 7.782 2.434 -3.052
H 4.915 2.391 -4.085
H 5.921 3.815 -3.837
H 4.320 3.742 -3.110
H 6.735 3.283 -0.274
H 5.343 4.212 -0.822
H 6.895 4.364 -1.657
O 1.126 3.773 0.636
N 1.308 2.417 0.282
O -0.836 1.705 0.945
C 0.965 -6.941 -2.088
C 0.180 -5.732 -1.591
C 0.562 -5.386 -0.160
S -0.103 -3.862 0.519
O 0.291 -2.762 -0.442
C -1.899 -4.082 0.358
C -2.485 -3.589 -0.959
C -4.001 -3.488 -0.871
H 0.691 -7.190 -3.112
H 0.774 -7.818 -1.469
H 2.037 -6.746 -2.069
H -0.888 -5.940 -1.648
H 0.375 -4.867 -2.227
H 1.641 -5.238 -0.075
H 0.283 -6.169 0.548
H -2.308 -3.478 1.169
H -2.118 -5.132 0.561
H -2.191 -4.235 -1.786
H -2.067 -2.606 -1.168
H -4.456 -4.437 -0.586
H -4.425 -3.190 -1.829
H -4.287 -2.736 -0.136
*
```

Record 2
One molecule with the formula C2HClN2 in a non-equilibrium geometry. Source: the Open Molecules 2025 dataset; level of theory: ωB97M-V/def2-TZVPD.

- ΔE to the lowest compared entry with this formula, charge and spin (kJ/mol) = 534.0
- gap between HOMO and LUMO (eV) = 7.48
- highest occupied orbital energy (eV) = -9.368

ORCA input file:
```
! wB97M-V def2-TZVPD RIJCOSX def2/J DEFGRID3
* xyz 0 1
C -0.129 -0.014 0.006
C -0.448 0.114 1.400
N -0.659 -0.312 -1.096
N 0.783 0.216 -1.163
Cl -0.363 -1.239 2.357
H 0.816 1.235 -1.503
*
```

Q: Which of these has the highest gap between HOMO and LUMO?
A: C2HClN2

Repeat the second record exactly.
One molecule with the formula C2HClN2 in a non-equilibrium geometry. Source: the Open Molecules 2025 dataset; level of theory: ωB97M-V/def2-TZVPD.

- ΔE to the lowest compared entry with this formula, charge and spin (kJ/mol) = 534.0
- gap between HOMO and LUMO (eV) = 7.48
- highest occupied orbital energy (eV) = -9.368

ORCA input file:
```
! wB97M-V def2-TZVPD RIJCOSX def2/J DEFGRID3
* xyz 0 1
C -0.129 -0.014 0.006
C -0.448 0.114 1.400
N -0.659 -0.312 -1.096
N 0.783 0.216 -1.163
Cl -0.363 -1.239 2.357
H 0.816 1.235 -1.503
*
```

Q: Number 1 is which compound?
A: C40H68BiN3O5S

Q: Which value of highest occupied orbital energy does entry 2 give?
A: -9.368 eV